This record from the Open Molecules 2025 dataset describes C4H8N2 as an isolated structure in a non-equilibrium geometry. The level of theory is ωB97M-V/def2-TZVPD.

Calculated values
Charge   0
HOMO energy   -8.52 eV
Gap between HOMO and LUMO   9.55 eV

Positions of all 14 atoms, in Å:
C (-1.84412, 0.48096, -0.19587)
N (-0.52332, 0.06862, 0.30464)
C (-0.02147, -1.11352, 0.05441)
C (1.48288, 1.59742, 0.16153)
C (1.05155, -1.83892, -0.17284)
N (0.60561, 1.10389, -0.60814)
H (-0.95605, -1.52061, 0.93811)
H (-1.93367, 1.56071, -0.07473)
H (-2.61597, 0.00426, 0.41429)
H (-1.96897, 0.22128, -1.24829)
H (1.56529, 1.35596, 1.23656)
H (2.18758, 2.36020, -0.21368)
H (1.02533, -2.91184, -0.03528)
H (1.94532, -1.36842, -0.56071)

Atomic forces in eV per Å
C 0.425 -0.191 -0.033
N 3.262 6.005 -2.447
C -4.169 -4.100 4.789
C -0.654 -0.236 0.348
C 0.554 0.372 -0.663
N -1.392 -0.190 1.409
H 2.173 -0.994 -2.719
H 0.110 -0.154 0.025
H 0.139 -0.089 -0.079
H -0.101 0.011 0.024
H -0.187 0.080 -0.369
H -0.212 -0.591 -0.190
H 0.009 0.209 0.127
H 0.044 -0.130 -0.222

=====

This record from the Open Molecules 2025 dataset describes C32H34F6N9O3SSc as an isolated structure. The level of theory is ωB97M-V/def2-TZVPD.

Calculated values
Charge   0
HOMO energy (spin up / spin down)   -5.94 / -6.51 eV
Gap between HOMO and LUMO (spin up / spin down)   6.11 / 6.77 eV

Positions of all 86 atoms, in Å:
Sc (0.24156, 0.45804, -0.84430)
C (5.74145, -0.65705, 4.93900)
C (4.88176, -0.82971, 3.71903)
C (4.17678, 0.24231, 3.18096)
C (3.37407, 0.08449, 2.06309)
C (3.28454, -1.16217, 1.46480)
C (3.99736, -2.24276, 1.97031)
C (4.78180, -2.07276, 3.09691)
S (2.28218, -1.39116, 0.03188)
O (2.34426, -0.09051, -0.69769)
O (2.78821, -2.54467, -0.65732)
N (0.75269, -1.39312, 0.40304)
C (0.07382, -2.44049, 1.00277)
C (0.66229, -3.66091, 1.36487)
C (-0.12012, -4.60195, 2.00196)
C (-1.45564, -4.32563, 2.26949)
C (-1.94724, -3.09903, 1.86642)
N (-1.21480, -2.17475, 1.24830)
H (5.71718, 0.37065, 5.29776)
H (6.77941, -0.91652, 4.72435)
H (5.40432, -1.30680, 5.74832)
H (4.24609, 1.21771, 3.64550)
H (2.83787, 0.93370, 1.66071)
H (3.95123, -3.19833, 1.46569)
H (5.33752, -2.91433, 3.49333)
H (1.69495, -3.86884, 1.12955)
H (0.31352, -5.55092, 2.29175)
H (-2.09416, -5.03555, 2.77572)
H (-2.98301, -2.83353, 2.05116)
C (-2.73932, -3.81440, -1.92168)
N (-2.98732, -2.46444, -1.46945)
C (-4.23106, -2.21078, -0.77521)
C (-2.10486, -1.46878, -1.81799)
N (-1.96718, -0.31675, -1.01006)
N (-1.71579, -1.37707, -3.16654)
C (-0.43651, -1.11960, -3.55630)
N (-0.19356, -1.17826, -4.90626)
N (0.46252, -0.87718, -2.66651)
H (-2.92857, -4.51817, -1.10623)
H (-1.69507, -3.90725, -2.21455)
H (-3.37043, -4.10694, -2.76964)
H (-5.09471, -2.21959, -1.45201)
H (-4.20077, -1.24003, -0.28530)
H (-4.39239, -2.97598, -0.01255)
H (-1.95174, -0.59641, -0.02227)
H (-2.41282, -1.52923, -3.88066)
H (-0.99354, -1.11307, -5.51424)
H (0.58945, -0.62526, -5.21711)
H (1.38559, -0.75122, -3.06926)
C (0.87549, 2.14075, 4.54501)
C (0.54932, 0.84749, 4.16272)
C (-0.00384, 0.60367, 2.91544)
C (-0.25343, 1.65952, 2.03757)
C (0.04479, 2.96487, 2.43547)
C (0.61995, 3.19344, 3.67518)
N (-0.89336, 1.36413, 0.79790)
N (-1.78844, 2.30275, 0.48680)
C (-2.62474, 2.05033, -0.57313)
C (-3.43167, 3.14400, -0.94271)
C (-4.35871, 3.06708, -1.95890)
C (-4.54097, 1.86486, -2.63384)
C (-3.77494, 0.76298, -2.27970)
C (-2.81564, 0.83203, -1.27921)
H (1.30951, 2.33065, 5.51896)
H (0.72379, 0.01918, 4.83893)
H (-0.30198, -0.39184, 2.62776)
H (-0.18233, 3.78310, 1.76800)
H (0.85753, 4.20826, 3.97026)
H (-3.28370, 4.05860, -0.38309)
H (-4.94867, 3.93708, -2.21676)
H (-5.27821, 1.77528, -3.42051)
H (-3.94332, -0.17841, -2.78596)
C (-0.30165, 4.06156, -3.15732)
C (0.65438, 3.03442, -2.55487)
O (0.01124, 1.89488, -2.18335)
C (1.72361, 2.65539, -3.60288)
F (2.32905, 3.71319, -4.16309)
F (2.67663, 1.86484, -3.08184)
F (1.14642, 1.95944, -4.60829)
C (1.33671, 3.62797, -1.29652)
F (0.48240, 4.37520, -0.58780)
F (2.41325, 4.37953, -1.55932)
F (1.74097, 2.61917, -0.47519)
H (-0.69749, 3.66640, -4.09144)
H (0.18625, 5.01742, -3.34995)
H (-1.13003, 4.20584, -2.46784)

Atomic forces in eV per Å
Sc -0.261 -0.233 -0.112
C 0.029 0.009 0.028
C -0.024 0.009 -0.033
C -0.042 -0.014 0.033
C -0.041 0.085 0.032
C 0.025 -0.086 0.014
C -0.031 -0.032 -0.014
C 0.007 0.004 0.000
S 0.206 0.308 -0.193
O 0.080 -0.148 0.104
O -0.073 0.033 0.044
N -0.165 -0.054 0.025
C 0.098 0.161 0.069
C -0.133 -0.106 0.029
C 0.054 0.015 -0.010
C -0.040 -0.009 0.010
C 0.031 -0.042 -0.021
N -0.003 -0.054 -0.052
H -0.005 0.000 -0.002
H -0.002 -0.003 -0.004
H -0.006 -0.001 -0.006
H -0.002 0.010 0.008
H -0.047 -0.014 -0.019
H 0.009 0.010 0.008
H -0.003 -0.005 -0.005
H -0.008 0.021 -0.019
H -0.007 -0.004 0.001
H 0.005 -0.003 0.000
H 0.002 0.010 0.006
C 0.013 -0.060 -0.005
N 0.052 0.073 -0.116
C 0.002 -0.004 0.069
C 0.076 -0.093 0.024
N -0.072 0.073 -0.016
N 0.020 -0.042 -0.016
C -0.141 0.015 0.022
N -0.028 0.008 0.026
N 0.084 0.043 0.064
H 0.001 0.021 0.019
H -0.005 -0.011 -0.003
H -0.018 0.029 0.009
H 0.017 -0.007 -0.011
H -0.007 0.012 0.001
H 0.019 -0.007 -0.010
H -0.054 -0.006 0.016
H 0.017 0.011 -0.029
H 0.022 -0.005 -0.022
H -0.008 0.005 -0.009
H -0.003 -0.036 -0.013
C 0.026 -0.012 0.049
C 0.129 -0.028 -0.035
C 0.036 0.147 -0.015
C -0.307 -0.128 -0.033
C 0.091 -0.079 -0.059
C -0.015 0.038 -0.021
N 0.425 0.134 0.120
N -0.224 -0.060 -0.149
C 0.129 0.033 0.145
C -0.086 -0.029 -0.079
C 0.054 0.029 0.067
C -0.021 -0.080 -0.046
C 0.016 0.075 0.062
C 0.059 0.108 -0.004
H -0.004 -0.002 -0.010
H -0.004 0.004 0.008
H 0.001 -0.060 -0.027
H -0.013 -0.010 -0.006
H 0.003 -0.001 0.006
H -0.003 0.007 -0.004
H -0.010 -0.007 -0.013
H -0.010 0.006 0.005
H -0.005 0.003 -0.022
C 0.012 0.048 -0.054
C -0.177 0.085 -0.046
O 0.056 -0.119 0.162
C 0.043 -0.021 -0.061
F -0.027 -0.062 0.023
F -0.034 0.020 -0.027
F 0.053 0.033 0.061
C -0.021 0.071 0.035
F 0.126 -0.064 -0.062
F -0.068 -0.049 0.071
F 0.094 0.128 0.013
H 0.011 -0.015 0.002
H 0.012 -0.012 0.003
H 0.011 -0.024 0.017

=====

This record from the Open Molecules 2025 dataset describes a 2-piece molecular cluster, CH4N2O2 overall in a non-equilibrium geometry. The level of theory is ωB97M-V/def2-TZVPD.

Calculated values
Charge   0
HOMO energy (spin up / spin down)   -8.44 / -8.44 eV
Gap between HOMO and LUMO (spin up / spin down)   6.30 / 6.30 eV

Positions of all 9 atoms, in Å:
C (1.64659, 0.36148, -0.06227)
N (-1.34815, -0.79497, 0.09835)
N (-0.76496, 0.34695, 0.09147)
O (-2.55022, -1.02612, -0.02249)
O (-1.20103, 1.48289, 0.19390)
H (1.18711, 1.29493, 0.16046)
H (1.97716, 0.23812, -1.04137)
H (1.67859, -0.35605, 0.67129)
H (-0.62509, -1.54723, -0.08935)

Atomic forces in eV per Å
C -3.898 1.336 -0.130
N 1.763 -0.616 -1.104
N 2.896 0.519 -0.251
O -1.334 -0.042 0.399
O -0.567 -0.892 -0.013
H 0.641 0.797 0.489
H 0.570 -0.554 -1.421
H 0.772 -1.428 1.622
H -0.842 0.880 0.409

=====

This record from the Open Molecules 2025 dataset describes a 2-piece molecular cluster, C5H10N3O overall in a non-equilibrium geometry. The level of theory is ωB97M-V/def2-TZVPD.

Calculated values
Charge   +1
HOMO energy (spin up / spin down)   -13.26 / -13.19 eV
Gap between HOMO and LUMO (spin up / spin down)   8.28 / 8.15 eV

Positions of all 19 atoms, in Å:
C (-0.87587, 0.42036, -1.05248)
C (-1.15073, -0.71665, -0.30865)
C (0.84929, 0.07907, 0.31260)
C (-2.29946, -1.65117, -0.26001)
C (1.03167, 2.03632, -1.16950)
N (0.31355, 0.86668, -0.62643)
N (-0.03942, -0.86846, 0.49142)
N (2.53624, 0.17515, 2.53092)
O (1.94453, 0.94754, 1.67207)
H (-1.60946, 1.02911, -1.54434)
H (-2.13444, -2.69129, 0.17677)
H (-3.13973, -1.33099, 0.34190)
H (-2.78093, -1.89189, -1.21283)
H (1.65650, 1.83186, -2.06896)
H (0.38160, 2.79179, -1.53765)
H (1.54530, 2.60465, -0.41514)
H (-0.00368, -1.42410, 1.29165)
H (3.38580, -0.36659, 2.25493)
H (2.29142, 0.15827, 3.46382)

Atomic forces in eV per Å
C -1.987 -1.707 1.173
C 0.089 0.410 -0.744
C 0.086 1.719 0.286
C -1.035 -2.112 0.340
C 0.317 0.217 -0.917
N 2.896 2.075 0.003
N -0.321 -0.068 0.086
N 1.619 -0.325 -3.206
O 0.120 -1.620 -0.483
H 0.293 0.001 -0.782
H 0.644 1.396 -0.493
H -0.023 0.723 0.338
H 0.543 0.428 -0.214
H -0.149 -0.458 1.047
H -1.392 0.218 -0.284
H 0.670 -0.529 0.529
H -0.024 -1.481 1.179
H -0.955 1.013 0.014
H -1.391 0.100 2.130

=====

This record from the Open Molecules 2025 dataset describes an isolated ion of composition C6H9IN and charge +1 in a non-equilibrium geometry. The level of theory is ωB97M-V/def2-TZVPD.

Calculated values
Charge   +1
HOMO energy (spin up / spin down)   -12.18 / -13.15 eV
Gap between HOMO and LUMO (spin up / spin down)   9.06 / 6.73 eV
Spin multiplicity   3

Positions of all 17 atoms, in Å:
C (-0.81747, -0.08228, 0.08588)
C (-0.49416, -1.46250, 0.23702)
C (0.64478, 0.29458, -0.27994)
C (-1.88787, 0.72047, 0.16434)
C (-1.62672, 2.22317, 0.04131)
C (2.00450, -1.89499, 0.30456)
N (0.80892, -1.24010, -0.41457)
I (-3.86538, -0.04509, 0.08124)
H (1.05145, 0.81328, -1.14025)
H (1.12571, 0.72044, 0.64743)
H (-1.76528, 2.67677, -0.89702)
H (-0.63757, 2.30498, 0.34202)
H (-2.27462, 2.66482, 0.88785)
H (1.97337, -1.77675, 1.32063)
H (1.93255, -3.04177, 0.10308)
H (2.90584, -1.54176, -0.08161)
H (0.92197, -1.33325, -1.40199)

Atomic forces in eV per Å
C -0.238 -0.729 0.187
C 0.220 2.387 -1.957
C -0.375 -0.963 2.562
C -1.423 1.078 -1.070
C -2.669 -1.495 2.979
C -1.794 -3.127 -2.954
N 3.166 -0.282 2.751
I 1.114 0.374 0.306
H -0.758 0.081 -0.448
H -0.060 -0.873 -0.964
H -0.617 0.431 -1.171
H 1.965 0.759 0.518
H 0.945 -0.096 -1.615
H -0.548 0.732 2.482
H 0.097 2.087 0.220
H 1.373 0.712 -0.810
H -0.397 -1.078 -1.018

=====

This record from the Open Molecules 2025 dataset describes one molecule with the formula C4H7NO2 in a non-equilibrium geometry. The level of theory is ωB97M-V/def2-TZVPD.

Calculated values
Charge   0
SMILES string   C[C@@H](C=O)C(N)=O
HOMO energy   -10.02 eV
Gap between HOMO and LUMO   10.61 eV

Positions of all 14 atoms, in Å:
C (-1.10275, -1.01667, 0.98886)
C (-0.32334, -0.13893, 0.01848)
C (-1.01797, 1.15817, -0.30308)
O (-2.19247, 1.34529, -0.10178)
C (1.16973, -0.01438, 0.19384)
O (1.84189, -0.33243, 1.13848)
N (1.67809, 0.31729, -1.13287)
H (-1.28336, -0.49424, 1.93749)
H (-2.08026, -1.26149, 0.56522)
H (-0.56628, -1.94171, 1.21618)
H (-0.13839, -0.43081, -1.05119)
H (-0.40164, 1.90666, -0.84029)
H (2.38439, -0.35746, -1.40286)
H (2.03236, 1.26070, -1.22648)

Atomic forces in eV per Å
C 0.064 -0.041 -0.110
C -0.032 -0.048 -0.156
C -0.347 0.221 -0.029
O 0.523 0.016 0.055
C 0.366 -0.047 0.005
O -0.448 0.233 -0.513
N 0.601 0.190 0.092
H 0.124 -0.032 -0.286
H 0.167 0.040 0.057
H -0.034 0.147 -0.111
H -1.414 -0.914 0.617
H -0.098 0.034 0.074
H 0.293 0.254 0.130
H 0.235 -0.053 0.176

=====

How do the records compare in calculated total energy? In the order shown, they have -266.53307; -3716.61350; -300.20435; -435.62218; -585.98977; -361.81896 Eh.
How do the records compare in relative energy (zero: lowest compared OMol25 entry of this formula, charge and spin)? In the order shown, they have 118.56; 23.73; 177.77; 112.91; 9.30; 38.84 kcal per mole.